# 1
# CH2IN2PS

2 unconnected molecules or ions with the total composition CH2IN2PS (the ωB97M-V functional and the def2-TZVPD basis, OMol25).

The gap between HOMO and LUMO is 7.20 eV. Its HOMO energy is -8.443 eV. The LUMO energy is -1.238 eV. The structure (SMILES) is [H]/P=N/N=C=S.I. The value obtained for the energy relative to the best compared isomer or geometry (same formula, charge and spin) is 282.4 kJ/mol.

XYZ file:
```
8
Properties=species:S:1:pos:R:3:forces:R:3:lowdin_charge:R:1
H -3.2553 1.4644 0.2590 0.49 0.37 -0.21 -0.155
P -2.4963 0.9900 -0.8659 -0.52 0.17 -0.57 0.762
N -1.6508 -0.0100 0.0036 -1.16 0.20 1.89 -0.452
N -1.0394 -1.0831 -0.3305 2.91 -3.32 -0.20 -0.121
C -0.3465 -2.0308 0.0578 -2.51 3.78 -1.18 -0.762
S 0.5299 -3.2640 0.3190 0.80 -1.19 0.26 0.730
I 4.7097 1.4587 -0.0912 -1.19 1.03 0.75 0.271
H 3.5487 2.4747 0.6482 1.18 -1.03 -0.75 -0.273
```
Forces are in eV/Å.



# 2
# C3H6NO2P2

A gas-phase ion, C3H6NO2P2 (charge -1) (the ωB97M-V functional and the def2-TZVPD basis, OMol25).

The gap between HOMO and LUMO is 7.73 eV. Its HOMO energy is -4.046 eV. Its net charge is -1. The LUMO energy is 3.684 eV. The structure (SMILES) is O=C([O-])/C=N/C[PH]#[PH2]. The value obtained for the energy relative to the best compared isomer or geometry (same formula, charge and spin) is 97.6 kJ/mol.

XYZ file:
```
14
Properties=species:S:1:pos:R:3:forces:R:3:lowdin_charge:R:1
O 0.6391 3.8290 0.7041 0.89 2.19 -0.59 -0.021
C 0.3273 2.7021 0.9877 -0.24 -1.27 -1.65 -0.806
O -0.3137 2.2118 1.9029 -0.77 -0.55 1.93 -0.032
C 0.6462 1.4550 0.0787 -0.43 -1.68 3.17 -0.093
N -0.1811 0.9606 -0.7255 -0.49 1.00 -1.60 -0.057
C -0.1546 -0.2357 -1.4163 -1.19 -1.90 2.87 -0.360
P 0.7748 -2.0027 -0.4359 -0.02 0.76 -1.23 0.419
P -0.8277 -2.8966 0.7114 -0.91 1.55 -0.25 0.336
H 1.1712 0.7175 0.8065 0.32 0.55 -1.51 0.105
H -1.1543 -0.6254 -1.7896 1.06 0.43 0.86 0.067
H 0.4797 -0.1322 -2.2088 1.74 -0.05 -2.29 -0.002
H 1.4020 -1.6238 0.7408 0.55 0.72 0.25 -0.218
H -1.3717 -1.5870 1.2196 0.30 -1.38 -0.48 -0.126
H -1.4371 -2.7728 -0.5756 -0.80 -0.38 0.52 -0.213
```
Forces are in eV/Å.



Number 1: electronic energy -1185.9321 Eh. Number 2: electronic energy -1005.8072 Eh.